Record 1
Computed, not measured: C25H38INNiP2 as an isolated structure in a non-equilibrium geometry, with ωB97M-V/def2-TZVPD.

Results
Spin multiplicity: 3
HOMO level (alpha / beta) in Eh: -0.247 / -0.248

XYZ file:
```
68
C25H38INNiP2 | the Open Molecules 2025 dataset | ωB97M-V/def2-TZVPD
Ni 9.155 9.182 8.544
C 7.442 12.019 6.430
C 6.423 11.066 7.123
C 5.940 10.012 6.160
P 7.189 10.373 8.622
C 5.766 9.711 9.636
C 5.233 8.356 9.158
C 6.242 9.639 11.191
C 7.885 11.799 9.470
C 7.061 12.704 10.159
C 7.754 13.590 10.951
C 9.145 13.649 10.912
C 9.949 12.788 10.258
C 9.316 11.878 9.397
N 9.929 11.037 8.545
C 11.121 11.301 7.921
C 11.532 12.668 7.749
C 12.724 12.894 7.155
C 13.475 11.889 6.593
C 13.015 10.580 6.615
C 11.884 10.221 7.264
P 10.977 8.600 7.177
C 12.457 7.424 7.461
C 12.201 5.979 7.101
C 12.865 7.547 8.917
C 10.513 8.389 5.335
C 9.464 7.261 5.265
C 10.035 9.711 4.783
H 6.918 12.710 5.681
H 8.237 11.450 5.926
H 7.878 12.735 7.132
H 5.574 11.745 7.446
H 6.734 9.387 5.714
H 5.311 10.437 5.352
H 5.192 9.293 6.668
H 5.020 10.419 9.581
H 5.662 7.502 9.675
H 5.239 8.226 8.088
H 4.146 8.430 9.412
H 5.394 9.317 11.831
H 6.466 10.634 11.551
H 6.988 8.887 11.413
H 5.938 12.717 10.217
H 7.292 14.344 11.517
H 9.666 14.450 11.448
H 11.012 12.957 10.429
H 10.820 13.438 8.028
H 13.055 13.899 6.988
H 14.387 12.120 6.086
H 13.523 9.823 5.987
H 13.138 7.831 6.704
H 11.225 5.724 7.487
H 12.960 5.321 7.517
H 12.184 5.872 5.985
H 12.158 7.088 9.645
H 13.095 8.585 9.305
H 13.801 6.893 9.048
H 11.415 8.125 4.750
H 8.640 7.613 5.892
H 9.891 6.359 5.676
H 9.119 7.052 4.239
H 8.928 9.888 4.965
H 10.057 9.821 3.676
H 10.565 10.587 5.181
I 8.557 6.253 9.460
C 9.323 8.061 10.201
H 10.268 7.912 10.672
H 8.734 8.301 11.042
```

***

Record 2
Computed, not measured: C25H38N4O2 in the gas phase, with ωB97M-V/def2-TZVPD.

Results
HOMO level in Eh: -0.291

XYZ file:
```
69
C25H38N4O2 | the Open Molecules 2025 dataset | ωB97M-V/def2-TZVPD
C -3.146 0.624 2.846
C -1.767 0.285 2.286
C -1.338 -1.129 2.736
N -0.108 -1.574 2.151
C 0.008 -1.989 0.871
N -0.856 -2.300 -0.023
C -0.087 -2.865 -1.124
C 1.386 -3.008 -0.627
C 1.757 -4.460 -0.325
N 1.333 -2.166 0.549
C 2.130 -2.159 1.747
C 1.208 -1.429 2.753
C 1.605 0.045 2.965
C 3.024 0.172 3.434
C 4.013 0.659 2.590
C 5.326 0.755 3.013
C 5.675 0.358 4.297
O 6.955 0.431 4.758
C 4.692 -0.129 5.153
C 3.385 -0.216 4.720
N -1.782 0.359 0.843
C -0.835 1.021 0.140
O 0.017 1.715 0.661
C -0.993 0.881 -1.360
C -2.142 1.769 -1.848
C -2.471 1.575 -3.332
C -1.349 2.079 -4.241
C -1.709 1.891 -5.713
C -3.008 2.617 -6.047
C -4.134 2.116 -5.150
C -3.771 2.305 -3.680
H -3.444 1.618 2.523
H -3.883 -0.093 2.494
H -3.128 0.602 3.933
H -1.035 1.028 2.616
H -2.117 -1.836 2.429
H -1.238 -1.158 3.823
H -0.516 -3.831 -1.404
H -0.144 -2.205 -1.995
H 2.096 -2.592 -1.352
H 2.772 -4.527 0.062
H 1.068 -4.877 0.407
H 1.696 -5.048 -1.237
H 3.070 -1.622 1.594
H 2.362 -3.175 2.098
H 1.216 -1.939 3.726
H 1.462 0.591 2.031
H 0.937 0.472 3.717
H 3.750 0.981 1.593
H 6.085 1.142 2.345
H 7.527 0.798 4.073
H 4.974 -0.427 6.150
H 2.630 -0.588 5.398
H -2.298 -0.367 0.368
H -1.201 -0.162 -1.603
H -0.056 1.182 -1.828
H -3.034 1.539 -1.260
H -1.886 2.815 -1.665
H -2.616 0.504 -3.518
H -0.424 1.543 -4.027
H -1.177 3.140 -4.043
H -1.828 0.825 -5.923
H -0.900 2.268 -6.342
H -3.266 2.459 -7.096
H -2.873 3.691 -5.893
H -5.059 2.652 -5.374
H -4.307 1.055 -5.346
H -4.582 1.934 -3.050
H -3.649 3.371 -3.472
```

***

Record 3
Computed, not measured: C25H38N4O2 as an isolated structure in a non-equilibrium geometry, with ωB97M-V/def2-TZVPD.

Results
HOMO level in Eh: -0.303

XYZ file:
```
69
C25H38N4O2 | the Open Molecules 2025 dataset | ωB97M-V/def2-TZVPD
C 2.385 1.135 1.413
N 2.245 0.755 -0.045
C 1.714 1.440 -1.046
O 1.808 1.092 -2.239
C 1.455 2.979 -0.914
C 0.114 3.035 -1.298
C -0.711 2.052 -0.602
N -0.675 1.189 0.199
N -1.712 0.354 0.377
C -2.564 0.753 -0.498
O -2.128 1.484 -1.223
C -3.856 -0.062 -0.856
H -4.484 1.036 -1.252
H -3.811 -0.654 -1.556
C -4.479 -0.678 0.287
C -4.430 0.139 1.827
H -4.947 -0.340 2.482
H -3.437 0.363 2.115
C -5.463 1.410 1.596
C -4.499 2.540 1.129
C -3.304 2.960 1.487
C -2.516 3.910 1.183
C -3.098 4.577 -0.040
C -4.189 4.220 -0.517
C -5.112 3.053 -0.322
H -6.000 2.961 -0.577
H -4.533 4.921 -1.625
H -2.609 5.357 -0.548
H -1.560 4.339 1.569
H -2.956 2.571 2.534
H -5.663 1.660 2.617
H -6.217 1.275 0.932
H -5.519 -0.999 0.168
H -3.790 -1.469 0.545
H -0.333 4.020 -1.163
H -0.080 2.672 -2.312
H 2.026 3.541 -1.366
H 1.418 3.060 0.603
C 2.605 -0.789 -0.317
C 4.092 -1.329 0.069
H 4.748 -0.396 -0.431
H 4.364 -1.191 1.264
C 4.385 -2.649 -0.450
N 3.343 -3.371 0.095
H 3.405 -4.551 -0.225
C 1.716 -2.979 -0.018
C 1.634 -1.508 0.434
H 0.586 -1.131 0.239
H 1.737 -1.653 1.408
C 1.167 -4.124 1.065
H -0.010 -3.725 1.080
H 1.515 -3.969 1.944
H 0.893 -5.009 0.624
C 1.202 -3.252 -1.308
H 0.072 -3.174 -1.215
H 1.419 -4.391 -1.511
H 1.562 -2.622 -2.210
C 5.660 -3.167 0.225
H 5.409 -3.223 1.305
H 6.349 -2.325 0.216
H 5.794 -4.047 -0.271
C 4.409 -2.701 -1.899
H 4.369 -3.786 -2.345
H 3.791 -2.280 -2.436
H 5.417 -2.198 -2.289
H 2.440 -0.741 -1.397
H 1.458 1.326 1.750
H 2.895 1.970 1.581
H 3.083 0.333 1.953
```

***

Record 4
Computed, not measured: C25H38N4O4S in the gas phase in a non-equilibrium geometry, with ωB97M-V/def2-TZVPD.

Results
HOMO level in Eh: -0.293

XYZ file:
```
72
C25H38N4O4S | the Open Molecules 2025 dataset | ωB97M-V/def2-TZVPD
C 0.754 1.826 -3.361
C 1.894 2.152 -4.336
N 2.772 3.260 -4.012
C 2.367 4.565 -4.483
C 1.194 5.244 -3.762
C 3.342 3.241 -2.679
C 4.432 2.171 -2.551
C 4.983 2.091 -1.127
N 4.017 1.482 -0.246
C 4.270 0.396 0.496
O 5.374 -0.107 0.637
C 3.065 -0.178 1.181
C 3.304 -1.179 2.072
N 2.361 -1.850 2.758
C 2.750 -2.881 3.692
C 1.033 -1.546 2.557
C 0.007 -2.234 3.223
C -1.311 -1.912 2.993
C -1.639 -0.897 2.103
S -3.363 -0.456 1.850
O -4.153 -1.612 2.170
O -3.600 0.747 2.595
N -3.413 -0.096 0.238
C -3.607 1.274 -0.166
C -3.698 -1.136 -0.736
C -5.170 -1.559 -0.724
C -5.427 -2.614 -1.796
C -4.528 -3.825 -1.575
C -3.061 -3.404 -1.585
C -2.802 -2.353 -0.508
C -0.654 -0.205 1.449
C 0.692 -0.519 1.654
C 1.707 0.240 0.909
O 1.383 1.136 0.127
H 1.131 1.482 -2.402
H 0.145 1.032 -3.789
H 0.118 2.690 -3.189
H 2.518 1.256 -4.441
H 1.469 2.363 -5.321
H 3.245 5.215 -4.407
H 2.124 4.469 -5.546
H 0.259 4.729 -3.966
H 1.099 6.270 -4.110
H 1.361 5.257 -2.688
H 2.578 3.087 -1.902
H 3.800 4.217 -2.499
H 4.030 1.194 -2.821
H 5.239 2.406 -3.245
H 5.884 1.474 -1.089
H 5.231 3.096 -0.763
H 3.044 1.763 -0.335
H 4.335 -1.463 2.239
H 2.396 -2.642 4.697
H 3.835 -2.953 3.713
H 2.342 -3.848 3.390
H 0.239 -3.024 3.918
H -2.111 -2.439 3.489
H -2.839 1.565 -0.888
H -4.594 1.430 -0.611
H -3.525 1.890 0.725
H -3.457 -0.709 -1.718
H -5.804 -0.687 -0.895
H -5.403 -1.960 0.263
H -6.475 -2.918 -1.768
H -5.228 -2.188 -2.783
H -4.706 -4.570 -2.353
H -4.765 -4.278 -0.611
H -2.807 -2.993 -2.565
H -2.422 -4.272 -1.410
H -3.023 -2.772 0.474
H -1.754 -2.044 -0.525
H -0.894 0.588 0.759
```

***

Q: Which relative energy (zero: lowest compared OMol25 entry of this formula, charge and spin) values were calculated for the entries above? A: 23.97; 15.71; 558.18; 7.99, in kcal per mole.